1.
# C10H70INO35P

A cluster of 31 separate species, C10H70INO35P in total (ωB97M-V/def2-TZVPD, the OMol25 dataset).

For the HOMO energy, the calculation gives -5.57 eV. The orbital gap comes out at 6.87 eV. The calculation puts the total energy at -102052.8783 eV. The net charge is -1.

Each line ends with the Mulliken charge.
Element x y z (Å)
I (-1.9200, -0.2007, -2.6889)  0.000
P (1.3397, -1.8823, -2.8027)  0.245
O (-2.2630, -8.4990, 0.3090)  -0.610
O (3.1485, 4.7930, 3.1967)  -0.517
O (3.3833, 8.2245, 0.0622)  -0.644
O (-2.0550, -2.1293, -8.4237)  -0.518
O (1.5724, 5.5629, 5.5737)  -0.564
O (-0.1978, -0.9273, 4.1502)  -0.571
O (-2.0135, 3.8590, 7.4801)  -0.637
O (-4.1035, 3.2734, 2.5205)  -0.660
O (4.1403, 5.4052, -0.6360)  -0.675
O (0.9796, -3.1576, -3.7968)  -0.495
O (-1.5374, -1.7440, -5.5667)  -0.454
O (2.6804, -1.1612, -3.4119)  -0.398
O (5.0199, -2.4730, -1.5375)  -0.734
O (4.0648, 1.3500, 4.6679)  -0.496
O (-3.4270, -5.2411, -4.1390)  -0.628
O (-3.2668, -0.8555, 1.8136)  -0.550
O (-6.1400, -0.2784, 0.1784)  -0.657
O (1.2029, 9.9290, -1.4838)  -0.609
O (-0.6913, -4.9141, -5.3009)  -0.559
O (1.3216, 2.3498, 4.3382)  -0.374
O (2.5634, -4.2628, 3.9028)  -0.737
O (-2.7017, 0.8914, 4.4271)  -0.509
O (0.3871, -3.3394, 1.8918)  -0.162
O (5.2451, 2.5018, 0.3320)  -0.546
O (-4.3160, -0.3187, -6.9421)  -0.552
O (-4.5695, 1.2746, -3.9342)  -0.536
O (0.0992, -6.6607, 0.8610)  -0.696
O (-4.4811, -1.8434, -10.2892)  -0.627
O (6.4810, 6.8780, 0.5872)  -0.622
O (-2.8053, -4.8418, -7.3435)  -0.679
O (2.1811, -3.9882, 0.8783)  -0.781
O (-1.1819, 0.2574, 0.0771)  -0.397
O (-1.0936, 3.0869, 1.6538)  -0.673
O (-0.9703, -3.8259, 4.1526)  -0.615
O (-3.3875, 0.8672, 7.0029)  -0.553
N (1.8060, -2.5773, -1.2860)  0.102
C (1.6403, -0.8523, 0.4596)  -0.001
C (2.7481, 1.5470, 1.5075)  -1.023
C (1.9234, 0.2364, -0.3480)  0.346
C (-0.5327, -2.0112, -0.3726)  -0.457
C (2.4508, 1.4159, 0.1451)  -1.616
C (1.0058, -2.1198, -0.1276)  1.610
C (-1.1009, -0.6387, -0.7096)  -0.097
C (1.1960, -3.2357, 0.9372)  -0.600
C (1.9288, -0.7079, 1.7965)  -0.264
C (2.4771, 0.4517, 2.3130)  -0.371
H (-2.9288, -3.9519, -7.6919)  0.336
H (-4.2573, 2.3716, 2.8212)  0.285
H (-2.1111, -1.4117, -6.2645)  0.218
H (4.7372, 0.8948, 5.1865)  0.233
H (0.0290, -3.2906, -3.7061)  0.313
H (1.6143, 4.9358, 6.3027)  0.289
H (3.2515, 5.5466, -0.2907)  0.332
H (3.1857, 4.1667, 3.9228)  0.170
H (-1.5146, -2.6943, -5.7177)  0.259
H (-2.0318, 2.9030, 7.3498)  0.333
H (-3.2588, -5.1748, -3.1929)  0.328
H (5.1143, -3.4192, -1.3981)  0.294
H (-4.3903, 0.1423, -6.0966)  0.300
H (3.9495, 7.5765, -0.3727)  0.324
H (7.2927, 6.3701, 0.5077)  0.298
H (-3.3166, 1.5570, 4.7389)  0.235
H (-3.3161, 0.2650, 7.7524)  0.244
H (1.3712, 1.7194, 5.0669)  0.270
H (1.7415, -1.4794, 2.5281)  0.356
H (-3.2051, 3.2423, 2.1595)  0.399
H (3.0703, -1.6670, -4.1390)  0.266
H (-3.0020, -0.8099, 2.7397)  0.254
H (0.5470, -7.1440, 0.1593)  0.313
H (0.7297, 10.4592, -2.1312)  0.297
H (4.2868, 4.4577, -0.5194)  0.274
H (-0.7702, -0.5586, 3.4715)  0.210
H (3.1424, 2.4919, 1.8498)  0.755
H (-4.5990, 1.7098, -3.0754)  0.268
H (-1.3923, 2.3600, 1.0942)  0.299
H (1.5776, 10.5702, -0.8714)  0.311
H (1.7027, 0.2321, -1.4102)  0.201
H (2.5702, -5.2059, 3.7236)  0.298
H (5.7962, 6.2979, 0.2223)  0.391
H (2.6246, 2.2353, -0.5395)  0.402
H (4.1054, -2.2932, -1.2738)  0.398
H (-2.5100, -0.4853, 1.3390)  0.338
H (0.2305, -4.9995, -5.5707)  0.226
H (0.5837, -5.8195, 0.8972)  0.233
H (-1.4252, -8.0726, 0.5343)  0.372
H (-2.2014, -4.7244, -6.5979)  0.324
H (0.6732, 2.9955, 4.6429)  0.192
H (6.0903, 2.9261, 0.5137)  0.269
H (-1.6197, -1.2689, -8.4257)  0.264
H (-5.4206, -0.6498, 0.7057)  0.324
H (-1.0112, 2.6808, 2.5255)  0.306
H (-1.6713, -4.4142, 4.4450)  0.257
H (-0.8535, -2.6726, -1.1798)  0.177
H (-0.9161, -5.7794, -4.9334)  0.300
H (2.7120, 0.5196, 3.3688)  0.333
H (-2.5777, 4.2051, 6.7813)  0.319
H (-2.2526, -9.3228, 0.8036)  0.309
H (0.9426, 6.2283, 5.8682)  0.273
H (-6.0383, 0.6715, 0.2855)  0.305
H (-5.2766, 1.7071, -4.4256)  0.238
H (-4.9977, 0.0695, -7.4976)  0.279
H (2.0438, -3.9038, 3.1655)  0.328
H (2.5220, 5.4586, 3.4940)  0.301
H (2.5444, 8.1632, -0.4091)  0.317
H (-0.6575, -4.2050, 3.3141)  0.296
H (-0.2280, -1.8857, 3.9915)  0.276
H (-1.6156, -2.6211, -9.1271)  0.253
H (5.2755, 1.6801, 0.8352)  0.281
H (-4.6599, -0.9522, -10.6016)  0.308
H (-1.1006, -2.3311, 0.5049)  0.424
H (-4.0061, 1.5428, 7.3040)  0.289
H (-2.6446, -4.8606, -4.5521)  0.344
H (4.1998, 2.2821, 4.8635)  0.227
H (1.7124, -3.5851, -1.3947)  0.456
H (-3.7962, -1.7317, -9.6154)  0.352
H (-2.6264, 0.2827, 5.1655)  0.317

---

2.
# C10H7AlCl2F17

A structure of composition C10H7AlCl2F17 (ωB97M-V/def2-TZVPD, the OMol25 dataset).

For the HOMO energy, the calculation gives -5.74 eV. The orbital gap comes out at 7.88 eV. The calculation puts the total energy at -88323.9768 eV. The net charge is -1.

Each line ends with the natural charge from an NBO analysis.
Element x y z (Å)
Cl (-7.9833, 1.0455, -0.1924)  -0.068
Cl (-6.8654, 0.8669, 3.0165)  -0.069
Al (4.7309, 0.3272, -2.4358)  0.773
F (1.6474, 0.0666, -1.0362)  -0.299
F (-2.6843, 0.1576, 0.2283)  -0.314
F (-1.5397, -1.7644, 0.9675)  -0.299
F (5.5713, 0.9768, 0.1988)  -0.376
F (0.2285, 2.0563, 0.6550)  -0.280
F (-1.2082, 0.5061, -1.3470)  -0.286
F (-1.7523, 2.6849, 0.0145)  -0.308
F (5.9842, -1.1484, -0.2726)  -0.370
F (3.6311, -2.6436, -0.4701)  -0.297
F (0.1626, -0.5205, 1.6035)  -0.302
F (2.3419, -2.2008, 1.2455)  -0.320
F (3.1962, 0.5425, 0.9497)  -0.323
F (4.4715, -1.0600, 1.7329)  -0.328
F (-0.4594, -1.8009, -1.6043)  -0.307
F (-1.4721, 1.6999, 1.9479)  -0.313
F (1.9855, -1.8646, -2.0429)  -0.283
F (0.3802, -3.0103, 0.0238)  -0.300
C (2.9137, -1.6639, 0.1320)  0.586
C (-1.0529, 1.7366, 0.6649)  0.929
C (1.7316, -1.2700, -0.8567)  0.590
C (-6.4438, 1.6880, 0.4414)  -0.384
C (0.2864, -1.7512, -0.4679)  0.599
C (-5.8725, 0.8245, 1.5343)  -0.385
C (-1.3600, 0.3656, -0.0195)  0.559
C (-0.5818, -0.9044, 0.5383)  0.587
C (5.0253, -0.1525, -0.4302)  0.272
C (3.9139, -0.5499, 0.5850)  0.577
H (-5.7925, -0.2118, 1.2188)  0.226
H (-4.8821, 1.1881, 1.8014)  0.231
H (-5.7447, 1.7241, -0.3918)  0.228
H (4.4343, -1.0290, -3.2624)  -0.390
H (6.1371, 0.9699, -2.9183)  -0.384
H (3.5515, 1.4205, -2.5455)  -0.393
H (-6.6298, 2.6986, 0.7938)  0.221

---

3.
# C10H7O2S

A structure of composition C10H7O2S (ωB97M-V/def2-TZVPD, the OMol25 dataset).

For the HOMO energy, the calculation gives -4.32 eV. The orbital gap comes out at 7.61 eV. The calculation puts the total energy at -25413.0104 eV. For the energy above the lowest of the compared OMol25 structures with the same formula, charge and spin, the calculation gives 17.7 kcal per mole. The net charge is -1.

Each line ends with the natural charge from an NBO analysis.
Element x y z (Å)
S (-1.8052, -1.0559, -1.9887)  -0.376
O (-2.4867, -1.5679, 1.4055)  -0.675
O (-1.8077, 2.3977, -0.6358)  -0.660
C (-1.9826, 1.3397, -0.0805)  0.465
C (0.9338, -0.9483, 0.6807)  -0.196
C (2.3769, 0.7981, -0.8491)  -0.237
C (-2.3051, -0.4868, 0.8664)  0.474
C (0.2435, -0.1062, -0.1312)  -0.091
C (2.2932, -1.1110, 0.5525)  -0.215
C (-2.8235, 0.8268, 0.9260)  -0.467
C (0.9914, 0.8454, -0.8723)  -0.179
C (3.0729, -0.1036, -0.0237)  -0.229
C (-1.2278, 0.0465, -0.0862)  -0.032
H (2.8147, -1.8789, 1.1484)  0.197
H (4.1864, 0.0386, 0.2017)  0.204
H (-2.5515, -1.6917, -1.0278)  0.146
H (2.7659, 1.5066, -1.5076)  0.200
H (-3.6759, 1.1950, 1.4902)  0.191
H (0.5600, 1.7182, -1.4220)  0.244
H (0.4273, -1.7623, 1.3536)  0.233

---

4.
# C10H8AlF18O19S6

A structure of composition C10H8AlF18O19S6 (ωB97M-V/def2-TZVPD, the OMol25 dataset).

For the HOMO energy, the calculation gives -3.35 eV. The orbital gap comes out at 1.45 eV. The calculation puts the total energy at -169915.1506 eV. For the energy above the lowest of the compared OMol25 structures with the same formula, charge and spin, the calculation gives 140.8 kcal per mole. The net charge is -3.

Each line ends with the natural charge from an NBO analysis.
Element x y z (Å)
S (7.0272, 2.1483, -2.6594)  2.277
S (-1.8093, 1.4605, 6.6322)  2.256
S (-4.7642, 5.8727, 2.1300)  2.248
S (-2.8241, -3.7871, 2.0114)  2.230
S (-5.6326, 0.8337, -2.4923)  2.260
S (4.1703, -2.5849, 4.3097)  2.210
Al (1.1708, 2.2477, -0.2515)  0.998
F (-0.8933, 2.1035, 9.0508)  -0.312
F (-7.3665, -0.7393, -3.8046)  -0.323
F (-5.3545, -1.4598, -3.8091)  -0.312
F (8.8442, 2.0926, -4.5769)  -0.310
F (-5.1986, 8.5687, 1.8382)  -0.347
F (8.2836, 0.0403, -3.7659)  -0.317
F (-5.9546, 7.4234, 0.1733)  -0.312
F (-0.7627, 3.7458, 7.7460)  -0.311
F (-2.1531, -5.4434, 0.0176)  -0.330
F (-4.2727, -4.7839, 0.1432)  -0.293
F (5.8284, -1.6351, 6.1865)  -0.317
F (-3.5186, -6.2781, 1.5275)  -0.308
F (6.7865, -1.6044, 4.1919)  -0.321
F (6.4893, -3.4703, 5.3486)  -0.323
F (-2.6865, 3.1241, 8.6023)  -0.343
F (6.9266, 1.1863, -5.0892)  -0.350
F (-5.7788, 0.3164, -5.0062)  -0.332
F (-7.0768, 7.3060, 1.9248)  -0.327
O (-6.1378, 0.1638, -1.2622)  -0.891
O (3.7982, -1.3140, 3.7106)  -0.907
O (3.3136, -2.9430, 5.4781)  -0.871
O (4.1689, -3.7895, 3.4201)  -0.886
O (1.4534, -1.7011, -4.1960)  -0.527
O (-5.7339, 4.7676, 2.2802)  -0.879
O (-6.2712, 2.1274, -2.7734)  -0.912
O (-2.0872, -4.4168, 3.1766)  -0.804
O (-1.9626, -2.7627, 1.3521)  -0.805
O (-3.6568, 5.6197, 1.1633)  -0.901
O (6.4432, 1.2053, -1.7099)  -0.997
O (-4.0478, -3.2480, 2.4611)  -0.851
O (-3.2186, 1.4533, 6.3011)  -0.830
O (-1.0501, 1.9307, 5.4797)  -0.843
O (7.9556, 3.0715, -2.0926)  -0.995
O (-4.1839, 0.9502, -2.5854)  -0.923
O (-1.3386, 0.1624, 7.1475)  -0.841
O (-4.1695, 6.2397, 3.3824)  -0.909
O (5.8367, 2.8365, -3.2037)  -1.026
C (2.4060, -2.8040, -4.1303)  -0.065
C (2.8161, -3.0865, -5.5502)  -0.444
C (1.8997, -2.2964, -6.3739)  -0.436
C (7.9098, 1.2882, -4.1014)  0.717
C (-6.0841, -0.3700, -3.8844)  0.719
C (0.8471, -1.7174, -5.4801)  -0.064
C (-1.4972, 2.6866, 8.0533)  0.718
C (-5.8192, 7.3901, 1.4656)  0.735
C (-3.2403, -5.1785, 0.8365)  0.733
C (5.9931, -2.2833, 5.0502)  0.758
H (-0.0294, -2.3435, -5.3137)  0.160
H (1.9197, -3.7117, -3.7728)  0.155
H (1.5048, -2.8219, -7.2435)  0.206
H (3.2152, -2.6967, -3.4079)  0.204
H (2.8633, -4.1542, -5.7642)  0.203
H (3.8381, -2.7083, -5.5733)  0.214
H (0.4585, -0.8076, -5.9377)  0.189
H (2.4071, -1.4216, -6.7804)  0.206

---

5.
# C10H8F8N2O7S

A cluster of 2 separate species, C10H8F8N2O7S in total (ωB97M-V/def2-TZVPD, the OMol25 dataset).

The SMILES is O=C1OC(=O)C(S(=O)(=O)C(F)(F)C(F)(F)F)=C1C[C@@H](O)C(F)(F)F.NC(N)=O. For the HOMO energy, the calculation gives -10.71 eV. The orbital gap comes out at 8.65 eV. The calculation puts the total energy at -60387.6923 eV. The net charge is 0.

Each line ends with the natural charge from an NBO analysis.
Element x y z (Å)
S (-0.6399, 2.0402, -2.0822)  2.112
F (2.8586, 0.8796, 0.8727)  -0.334
F (1.8465, 0.4476, -2.5470)  -0.297
F (2.9589, 1.8952, -3.6773)  -0.300
F (2.9742, 1.9852, -1.5395)  -0.286
F (1.2706, 3.7175, -1.8370)  -0.302
F (3.5409, -0.9859, 1.6900)  -0.309
F (0.8609, 3.1753, -3.8642)  -0.265
F (2.9069, -0.9107, -0.3440)  -0.319
O (-1.5775, 3.0364, -2.4909)  -0.880
O (-0.3120, 1.2855, 3.0109)  -0.485
O (-0.9042, 0.7297, -2.5877)  -0.890
O (-1.2835, -3.4028, 0.2211)  -0.699
O (-1.2120, 4.4472, 0.0019)  -0.453
O (-1.1240, 2.9762, 1.7501)  -0.475
O (1.1157, -2.1369, 1.4203)  -0.698
N (-2.1379, -3.8118, 2.2756)  -0.843
N (-3.5190, -3.7147, 0.4253)  -0.842
C (1.2411, -0.7379, 1.3222)  0.009
C (-0.6047, 2.0847, -0.3087)  -0.428
C (-2.2537, -3.6296, 0.9291)  0.781
C (-0.5366, 1.7397, 1.9150)  0.752
C (2.6546, -0.4432, 0.8669)  0.950
C (2.2238, 1.7123, -2.5808)  0.916
C (1.0027, 2.6902, -2.6593)  0.383
C (-1.0262, 3.3280, 0.4082)  0.762
C (-0.2693, 1.1405, 0.5664)  0.055
C (0.2011, -0.2326, 0.3016)  -0.507
H (0.6033, -0.3134, -0.7001)  0.263
H (-3.6291, -3.5850, -0.5626)  0.412
H (1.0712, -0.3406, 2.3120)  0.232
H (0.7895, -2.4929, 0.5904)  0.496
H (-0.6327, -0.9238, 0.3685)  0.292
H (-1.2160, -3.7508, 2.6676)  0.418
H (-4.3281, -3.8996, 0.9857)  0.391
H (-2.9142, -3.9987, 2.8800)  0.390

---

6.
# C10H8N2

An isolated molecule of C10H8N2 (ωB97M-V/def2-TZVPD, the OMol25 dataset).

The SMILES is c1ccc(-c2ccccn2)nc1. For the HOMO energy, the calculation gives -9.71 eV. The orbital gap comes out at 10.36 eV. The calculation puts the total energy at -13477.3513 eV. For the energy above the lowest of the compared OMol25 structures with the same formula, charge and spin, the calculation gives 53.7 kcal per mole. The net charge is 0.

Each line ends with the natural charge from an NBO analysis.
Element x y z (Å)
N (-0.3183, 1.1064, -1.4834)  -0.403
N (-1.2639, -0.9161, 0.9724)  -0.410
C (0.9411, -0.8663, -1.2049)  -0.218
C (-0.1780, 0.6810, 2.9285)  -0.132
C (0.1250, 0.1030, -0.7331)  0.139
C (-0.3204, 0.0252, 0.7011)  0.188
C (0.1176, 1.1380, -2.7806)  0.036
C (-1.1733, -0.2866, 3.2329)  -0.287
C (-1.6586, -0.9740, 2.2103)  0.048
C (0.9409, 0.2582, -3.2937)  -0.288
C (1.3312, -0.7955, -2.6092)  -0.157
C (0.3039, 0.7777, 1.5967)  -0.247
H (-1.8165, -0.4930, 4.1860)  0.235
H (2.1194, -1.4488, -2.9755)  0.221
H (-2.5784, -1.7314, 2.3440)  0.183
H (1.3285, 0.5349, -4.3753)  0.222
H (-0.4912, 2.0318, -3.3011)  0.211
H (0.2855, 1.1288, 3.8190)  0.219
H (0.9085, 1.4675, 1.3742)  0.207
H (1.3970, -1.7407, -0.6084)  0.230

---

7.
# C10H8N2O5V

A structure of composition C10H8N2O5V (ωB97M-V/def2-TZVPD, the OMol25 dataset).

For the HOMO energy (alpha / beta), the calculation gives -15.82 / -15.80 eV. The orbital gap (alpha / beta) comes out at 7.29 / 4.70 eV. The calculation puts the total energy at -49385.7094 eV. Its multiplicity is 4. The net charge is +2.

Each line ends with the natural charge from an NBO analysis.
Element x y z (Å)
V (0.0000, 0.0000, 0.0000)  -0.109
O (0.5181, -2.4504, 1.7579)  -0.263
O (-4.2372, 1.7086, 5.3798)  -0.535
O (-2.2575, -1.4872, -1.3564)  -0.258
O (-0.5643, 2.4200, -1.7853)  -0.264
O (1.8958, -1.1219, -2.1209)  -0.253
N (-3.4477, 3.7648, 5.1237)  -0.785
N (-1.2045, 0.8038, 1.5128)  -0.519
C (-3.5096, 2.4611, 4.7479)  0.599
C (1.1975, -0.6897, -1.3137)  0.626
C (-0.3348, 1.5209, -1.1035)  0.624
C (-2.0284, 0.0062, 2.2511)  0.045
C (-2.7123, 1.9106, 3.6044)  0.011
C (-2.7889, 0.5393, 3.2975)  -0.150
C (0.3403, -1.5174, 1.1069)  0.627
C (-1.1295, 2.1409, 1.7815)  0.038
C (-1.8684, 2.7126, 2.8171)  -0.178
C (-1.3962, -0.9200, -0.8388)  0.657
H (-4.0082, 4.0963, 5.9225)  0.450
H (-3.4230, -0.1251, 3.8706)  0.293
H (1.5581, 0.7141, 0.5058)  0.110
H (-0.4745, 2.7788, 1.2044)  0.220
H (1.0406, 0.9986, 1.0551)  0.142
H (-2.0953, -1.0518, 2.0424)  0.224
H (-2.8539, 4.4554, 4.6500)  0.395
H (-1.7521, 3.7711, 2.9828)  0.252

---

F_max
In order: 0.05634 0.01202 0.08419 0.10873 0.04689 0.15800 0.16312
Unit: hartree/bohr